ORCA calculation (ωB97M-V/def2-TZVPD) on C59H54FGeN6O3W as an isolated structure at a distorted geometry.

Summary:
- multiplicity = 3
- F_max (eV/Å) = 2.158
- charge = -1
- E_tot (Ha) = -5078.95579
- <S²> = 2.02
- HOMO level (alpha / beta) (eV) = -3.1000 / -3.3543
- LUMO energy (alpha / beta) (Eh) = 0.0829 / 0.0829

Last column: natural (NBO) charge in e.
Cartesian coordinates (Å):
1 W 0.3155 0.0453 -0.3832  1.816
2 O 1.0095 -0.5457 -5.7680  -0.712
3 C 1.9065 0.4062 -5.4837  0.427
4 C 2.5840 1.0100 -6.5436  -0.310
5 C 3.4996 2.0204 -6.3118  -0.196
6 C 3.7605 2.4451 -5.0117  -0.278
7 C 3.0989 1.8357 -3.9562  -0.161
8 C 2.1751 0.8156 -4.1649  -0.213
9 C 1.4658 0.2331 -3.0061  0.543
10 O 1.7803 0.6115 -1.8002  -0.767
11 N 0.4859 -0.5816 -3.2404  -0.443
12 N -0.2043 -0.9239 -2.0654  -0.515
13 C -1.1985 -1.8668 -2.2932  -0.133
14 C -1.9939 -2.3722 -1.3142  0.142
15 C -2.7996 -3.5634 -1.4671  -0.241
16 C -3.2979 -4.2041 -0.3940  -0.232
17 C -3.0739 -3.6696 0.9269  -0.304
18 C -2.4888 -2.4610 1.0439  0.037
19 N -2.0010 -1.7664 -0.0320  -0.441
20 H 0.5813 -0.7947 -4.8963  0.510
21 H 2.3675 0.6640 -7.5477  0.212
22 H 4.0086 2.4857 -7.1482  0.200
23 H 4.4753 3.2376 -4.8231  0.202
24 H 3.2924 2.1403 -2.9348  0.227
25 H -1.2563 -2.2781 -3.2919  0.203
26 H -2.9475 -3.9451 -2.4722  0.210
27 H -3.8644 -5.1199 -0.5164  0.203
28 H -3.4055 -4.1923 1.8131  0.207
29 H -2.3721 -1.9745 2.0019  0.220
30 O 0.8827 1.1807 1.1008  -0.742
31 C 1.3546 2.3993 1.2198  0.356
32 C 2.0627 2.7550 2.3772  -0.268
33 C 2.6113 4.0109 2.5077  -0.189
34 C 2.4502 4.9566 1.4963  -0.259
35 C 1.7193 4.6262 0.3723  -0.191
36 C 1.1614 3.3601 0.2095  -0.139
37 C 0.3603 3.0323 -0.9708  0.406
38 N -0.3927 1.9662 -1.1471  -0.523
39 C -1.0344 2.1204 -2.3550  -0.053
40 C -0.6716 3.2949 -2.9102  -0.086
41 N 0.1944 3.8678 -2.0076  -0.505
42 H 2.1718 1.9993 3.1475  0.232
43 H 3.1672 4.2630 3.4029  0.209
44 H 2.8849 5.9437 1.5911  0.207
45 H 1.5587 5.3860 -0.3867  0.190
46 H -1.7162 1.3774 -2.7313  0.238
47 H -0.9398 3.7625 -3.8412  0.225
48 H 0.7890 4.6539 -2.1951  0.419
49 C 5.1909 -0.1462 1.3762  -0.590
50 C 4.0110 0.1617 0.4416  -0.264
51 C 4.2851 1.4993 -0.2571  -0.602
52 C 3.7709 -0.9809 -0.5394  0.015
53 C 4.7222 -1.1768 -1.5283  -0.230
54 C 4.6137 -2.2261 -2.4278  -0.221
55 C 3.5747 -3.1179 -2.2789  -0.237
56 C 2.5891 -2.9688 -1.2937  0.069
57 C 1.6293 -4.1669 -1.2162  -0.256
58 C 0.6661 -4.2574 -0.0337  -0.590
59 C 0.8591 -4.3831 -2.5478  -0.613
60 C 2.6389 -1.8372 -0.4664  0.129
61 N 1.5514 -1.4933 0.4283  -0.731
62 C 1.7478 -1.9005 1.7410  0.127
63 C 2.8246 -2.7293 2.1236  -0.280
64 C 3.0123 -3.1797 3.4236  -0.208
65 C 2.1330 -2.8330 4.4345  -0.272
66 C 1.0508 -2.0264 4.1045  -0.278
67 C 0.8843 -1.5931 2.8101  0.397
68 F -0.1949 -0.8326 2.5885  -0.349
69 H 5.3328 0.6786 2.0841  0.198
70 H 6.1129 -0.2598 0.7968  0.192
71 H 5.0306 -1.0551 1.9503  0.216
72 H 3.1212 0.2842 1.0512  0.231
73 H 5.2578 1.4965 -0.7571  0.188
74 H 4.2881 2.3107 0.4770  0.202
75 H 3.5129 1.7043 -0.9979  0.227
76 H 5.5667 -0.4965 -1.5981  0.200
77 H 5.3412 -2.3525 -3.2223  0.202
78 H 3.5144 -3.9784 -2.9391  0.199
79 H 2.3139 -5.0124 -1.1084  0.194
80 H -0.0267 -3.4215 -0.0161  0.212
81 H 1.1922 -4.2881 0.9213  0.212
82 H 0.0835 -5.1801 -0.1260  0.197
83 H -0.2172 -4.3232 -2.3751  0.216
84 H 1.0727 -5.3685 -2.9746  0.195
85 H 1.1152 -3.6291 -3.2954  0.219
86 H 3.5137 -3.0398 1.3512  0.224
87 H 3.8629 -3.8156 3.6438  0.200
88 H 2.2664 -3.1952 5.4470  0.201
89 H 0.3199 -1.7215 4.8471  0.221
90 C -1.8126 -0.3034 -0.0506  -0.834
91 Ge -2.9700 0.5859 1.2605  1.614
92 C -2.5731 0.4706 3.1802  -0.437
93 C -1.7050 1.3723 3.8002  -0.187
94 C -1.4611 1.3052 5.1671  -0.207
95 C -2.0804 0.3309 5.9404  -0.225
96 C -2.9370 -0.5792 5.3373  -0.244
97 C -3.1785 -0.5074 3.9695  -0.155
98 C -4.7791 -0.1519 1.0219  -0.456
99 C -5.1092 -0.8112 -0.1634  -0.199
100 C -6.3991 -1.2825 -0.3843  -0.204
101 C -7.3855 -1.0927 0.5766  -0.223
102 C -7.0761 -0.4298 1.7580  -0.246
103 C -5.7835 0.0328 1.9763  -0.153
104 C -3.1772 2.5086 0.8641  -0.441
105 C -2.1162 3.4065 1.0218  -0.198
106 C -2.2827 4.7714 0.8236  -0.226
107 C -3.5269 5.2713 0.4558  -0.218
108 C -4.5920 4.3965 0.2881  -0.242
109 C -4.4182 3.0304 0.4963  -0.142
110 H -2.3092 0.0322 -0.9721  0.210
111 H -1.1965 2.1311 3.2168  0.214
112 H -0.7836 2.0166 5.6259  0.206
113 H -1.8933 0.2809 7.0064  0.204
114 H -3.4167 -1.3491 5.9310  0.205
115 H -3.8498 -1.2300 3.5117  0.206
116 H -4.3551 -0.9741 -0.9289  0.221
117 H -6.6282 -1.8028 -1.3068  0.207
118 H -8.3913 -1.4596 0.4059  0.203
119 H -7.8435 -0.2708 2.5080  0.203
120 H -5.5526 0.5497 2.9044  0.205
121 H -1.1370 3.0368 1.2945  0.215
122 H -1.4389 5.4424 0.9614  0.210
123 H -3.6659 6.3361 0.3048  0.203
124 H -5.5640 4.7769 -0.0053  0.203
125 H -5.2631 2.3636 0.3615  0.209